{
  "formula": "C15H20N4O6S",
  "method": "ωB97M-V/def2-TZVPD",
  "elements": ["C", "O", "C", "O", "C", "C", "C", "N", "N", "C", "C", "C", "C", "S", "O", "O", "N", "C", "C", "C", "C", "C", "C", "N", "O", "O", "H", "H", "H", "H", "H", "H", "H", "H", "H", "H", "H", "H", "H", "H", "H", "H", "H", "H", "H", "H"],
  "xyz": [[-6.64, -1.08, -2.03], [-5.73, -0.95, -0.95], [-6.23, -1.12, 0.27], [-7.38, -1.36, 0.50], [-5.14, -0.98, 1.33], [-4.18, 0.12, 0.98], [-4.72, 1.52, 0.92], [-2.98, -0.22, 0.75], [-2.06, 0.71, 0.42], [-0.78, 0.36, 0.16], [-0.39, -0.99, 0.24], [0.90, -1.38, -0.01], [1.86, -0.42, -0.36], [3.54, -0.91, -0.73], [3.69, -2.29, -0.37], [3.84, -0.53, -2.08], [4.36, 0.13, 0.30], [4.54, -0.43, 1.63], [5.88, -1.16, 1.57], [6.72, -0.25, 0.66], [5.68, 0.56, -0.15], [1.52, 0.90, -0.44], [0.21, 1.32, -0.18], [-0.06, 2.71, -0.27], [0.86, 3.46, -0.52], [-1.21, 3.10, -0.09], [-6.08, -0.88, -2.94], [-7.05, -2.10, -2.05], [-7.46, -0.38, -1.93], [-5.63, -0.79, 2.29], [-4.60, -1.92, 1.38], [-4.59, 1.94, -0.08], [-4.19, 2.17, 1.62], [-5.78, 1.53, 1.16], [-2.31, 1.69, 0.33], [-1.15, -1.71, 0.51], [1.21, -2.41, 0.04], [3.70, -1.09, 1.86], [4.56, 0.40, 2.35], [6.33, -1.30, 2.55], [5.72, -2.13, 1.10], [7.37, -0.83, 0.00], [7.34, 0.42, 1.25], [5.74, 0.38, -1.23], [5.77, 1.63, 0.04], [2.26, 1.63, -0.72]],
  "e_above_lowest_ev": 2.037,
  "total_energy_ev": -44956.549,
  "smiles": "COC(=O)C/C(C)=N/Nc1ccc(S(=O)(=O)N2CCCC2)cc1[N+](=O)[O-]",
  "charge": 0,
  "homo_ev": -8.529
}

=====

{
  "formula": "C15H20O2",
  "method": "ωB97M-V/def2-TZVPD",
  "elements": ["C", "C", "C", "C", "C", "C", "C", "C", "O", "C", "C", "O", "C", "C", "C", "C", "C", "H", "H", "H", "H", "H", "H", "H", "H", "H", "H", "H", "H", "H", "H", "H", "H", "H", "H", "H", "H"],
  "xyz": [[0.97, -0.52, -2.72], [-0.20, -1.11, -1.95], [-1.26, -1.75, -2.88], [0.37, -2.14, -0.93], [0.31, -1.45, 0.43], [1.55, -0.67, 0.67], [1.63, 0.60, 1.26], [2.97, 1.25, 1.37], [3.83, 1.03, 0.50], [0.38, 1.27, 1.86], [0.43, 2.80, 2.13], [-0.31, 3.39, 2.93], [-0.48, 0.36, 2.77], [-0.99, 0.65, 1.37], [-2.22, 1.52, 1.18], [-0.89, -0.50, 0.31], [-0.84, 0.00, -1.10], [0.61, 0.30, -3.35], [1.84, -0.20, -2.07], [1.41, -1.25, -3.42], [-0.87, -2.60, -3.47], [-1.65, -0.98, -3.54], [-2.06, -2.19, -2.30], [1.40, -2.42, -1.17], [-0.25, -3.04, -0.90], [0.18, -2.15, 1.22], [2.47, -1.10, 0.29], [3.14, 2.01, 2.10], [1.16, 3.42, 1.58], [-1.01, 0.83, 3.60], [-0.13, -0.66, 3.01], [-3.06, 0.94, 0.79], [-2.57, 1.92, 2.13], [-2.03, 2.34, 0.50], [-1.78, -1.12, 0.42], [-0.23, 0.94, -1.15], [-1.83, 0.27, -1.47]],
  "e_above_lowest_ev": 2.041,
  "total_energy_ev": -19972.797,
  "smiles": "CC1(C)C[C@H]2C=C(C=O)[C@]3(C=O)C[C@]3(C)[C@H]2C1",
  "charge": 0,
  "homo_ev": -9.158
}

=====

{
  "formula": "C15H21AgCl5Sb",
  "method": "ωB97M-V/def2-TZVPD",
  "elements": ["Ag", "Cl", "C", "C", "C", "Cl", "C", "Cl", "C", "Cl", "C", "Cl", "C", "C", "C", "Sb", "C", "C", "C", "C", "C", "C", "H", "H", "H", "H", "H", "H", "H", "H", "H", "H", "H", "H", "H", "H", "H", "H", "H", "H", "H", "H", "H"],
  "xyz": [[-1.50, -0.40, 1.59], [-3.03, -3.43, 1.68], [-3.97, -2.16, 0.93], [-3.46, -0.87, 0.95], [-4.24, 0.09, 0.34], [-3.65, 1.73, 0.31], [-5.47, -0.18, -0.25], [-6.41, 1.05, -1.00], [-5.94, -1.50, -0.24], [-7.46, -1.87, -0.96], [-5.19, -2.50, 0.35], [-5.77, -4.12, 0.37], [3.05, 0.51, 2.55], [2.87, -0.15, 1.20], [4.01, 0.24, 0.26], [0.87, 0.17, 0.48], [0.71, 2.15, -0.34], [1.85, 2.67, -1.21], [0.40, 3.14, 0.77], [0.68, -1.08, -1.26], [1.80, -1.04, -2.28], [0.42, -2.51, -0.81], [4.01, 0.25, 2.98], [2.27, 0.21, 3.26], [3.02, 1.60, 2.46], [2.88, -1.24, 1.34], [4.09, 1.32, 0.18], [3.90, -0.17, -0.74], [4.95, -0.12, 0.67], [-0.19, 2.04, -0.96], [2.74, 2.88, -0.61], [1.55, 3.60, -1.68], [2.13, 1.97, -2.00], [1.24, 3.27, 1.44], [-0.47, 2.84, 1.36], [0.18, 4.12, 0.34], [-0.23, -0.68, -1.71], [2.71, -1.51, -1.89], [2.05, -0.04, -2.61], [1.51, -1.62, -3.16], [1.30, -2.94, -0.33], [0.19, -3.13, -1.67], [-0.42, -2.59, -0.12]],
  "e_above_lowest_ev": 0.191,
  "total_energy_ev": -89043.623,
  "charge": 0,
  "homo_ev": -8.597
}

=====

{
  "formula": "C15H21AsB2F4FeN6O10S2",
  "method": "ωB97M-V/def2-TZVPD",
  "elements": ["Fe", "C", "C", "N", "O", "B", "F", "F", "O", "N", "C", "C", "C", "N", "O", "B", "F", "F", "O", "N", "C", "C", "C", "H", "H", "H", "H", "H", "H", "H", "H", "H", "H", "H", "H", "O", "As", "O", "O", "C", "C", "C", "C", "C", "C", "S", "O", "O", "O", "H", "H", "H", "H", "H", "N", "C", "N", "S", "H", "H", "H", "H"],
  "xyz": [[0.13, 0.04, -0.22], [2.10, 4.86, -1.28], [1.57, 3.53, -0.86], [1.92, 2.37, -1.56], [2.79, 1.55, -0.80], [2.87, 0.08, -0.94], [4.06, -0.30, -1.50], [1.78, -0.33, -1.82], [2.73, -0.55, 0.37], [1.51, -0.38, 0.96], [1.47, -0.19, 2.27], [2.75, 0.01, 3.04], [0.25, -0.08, 2.93], [-0.97, -0.51, 2.44], [-2.01, 0.39, 2.41], [-1.81, 1.55, 1.53], [-1.94, 1.19, 0.14], [-2.72, 2.52, 1.85], [-0.42, 2.06, 1.69], [0.31, 2.14, 0.54], [0.77, 3.35, 0.28], [0.40, 4.52, 1.14], [0.14, 0.41, 4.34], [2.82, 4.75, -2.08], [2.60, 5.35, -0.44], [1.30, 5.52, -1.62], [2.86, 1.06, 3.32], [3.59, -0.26, 2.40], [2.76, -0.59, 3.94], [-0.49, 4.28, 1.71], [0.22, 5.41, 0.54], [1.20, 4.73, 1.85], [0.89, 1.16, 4.57], [0.23, -0.42, 5.04], [-0.85, 0.85, 4.47], [-2.55, -2.84, 2.50], [-2.54, -2.06, 0.90], [-3.94, -1.32, 0.78], [-0.89, -1.23, 1.23], [-2.34, -3.65, -0.22], [-2.90, -4.83, 0.23], [-2.85, -5.95, -0.59], [-2.29, -5.88, -1.86], [-1.73, -4.69, -2.31], [-1.78, -3.59, -1.49], [-0.92, -2.08, -1.79], [0.24, -2.20, -0.93], [-0.65, -1.92, -3.21], [-1.79, -0.98, -1.31], [-1.69, -3.22, 2.71], [-3.36, -4.85, 1.21], [-3.27, -6.88, -0.24], [-2.28, -6.76, -2.49], [-1.27, -4.61, -3.28], [-0.40, 1.58, -3.16], [0.76, 1.44, -3.76], [0.94, 0.62, -4.77], [2.14, 2.44, -3.22], [-1.14, 0.90, -3.28], [-0.51, 2.22, -2.39], [0.28, -0.16, -4.83], [1.89, 0.45, -5.06]],
  "e_above_lowest_ev": 0.916,
  "total_energy_ev": -174430.747,
  "spin_multiplicity": 5,
  "charge": 0,
  "homo_ev": [-7.369, -8.829]
}

=====

{
  "formula": "C15H21BN8SeSiTa",
  "method": "ωB97M-V/def2-TZVPD",
  "elements": ["Ta", "C", "C", "N", "N", "C", "B", "N", "C", "C", "C", "N", "N", "C", "C", "C", "N", "N", "C", "C", "C", "N", "H", "H", "H", "H", "H", "H", "H", "H", "H", "H", "H", "H", "C", "Si", "C", "C", "Se", "H", "H", "H", "H", "H", "H", "H", "H", "H"],
  "xyz": [[-0.01, 0.22, 0.31], [0.06, 0.18, 4.53], [-0.46, -0.23, 3.34], [0.20, 0.38, 2.31], [1.17, 1.19, 2.87], [1.07, 1.08, 4.19], [2.11, 2.04, 1.95], [2.87, 1.08, 0.99], [4.15, 0.88, 0.69], [4.25, -0.12, -0.28], [2.95, -0.48, -0.53], [2.10, 0.25, 0.23], [1.16, 2.92, 1.08], [1.01, 4.22, 0.84], [-0.02, 4.44, -0.06], [-0.52, 3.20, -0.33], [0.19, 2.25, 0.35], [3.18, 2.75, 2.83], [3.57, 3.97, 3.07], [4.67, 3.91, 4.01], [4.84, 2.50, 4.24], [3.96, 1.80, 3.61], [-0.24, -0.11, 5.52], [-1.27, -0.92, 3.14], [1.72, 1.64, 4.85], [4.95, 1.43, 1.17], [5.15, -0.51, -0.73], [2.58, -1.22, -1.23], [1.64, 4.97, 1.30], [-0.36, 5.39, -0.44], [-1.33, 2.91, -0.98], [3.15, 4.86, 2.63], [5.16, 4.74, 4.49], [5.56, 2.02, 4.90], [-5.92, -2.05, -0.35], [-6.27, -0.27, -0.33], [-6.14, 0.69, -1.85], [-6.69, 0.55, 1.23], [-2.29, 0.02, 0.06], [-6.85, -2.60, -0.55], [-5.54, -2.40, 0.61], [-5.22, -2.31, -1.15], [-7.12, 0.70, -2.36], [-5.42, 0.26, -2.55], [-5.89, 1.74, -1.65], [-7.78, 0.53, 1.36], [-6.39, 1.60, 1.24], [-6.26, 0.03, 2.10]],
  "e_above_lowest_ev": 1.805,
  "total_energy_ev": -103227.931,
  "spin_multiplicity": 2,
  "charge": 4,
  "homo_ev": [-21.376, -21.375]
}

=====

{
  "formula": "C15H21ClN2O3S",
  "method": "ωB97M-V/def2-TZVPD",
  "elements": ["C", "C", "S", "O", "O", "N", "C", "C", "C", "C", "C", "O", "N", "C", "C", "C", "C", "C", "C", "C", "Cl", "C", "H", "H", "H", "H", "H", "H", "H", "H", "H", "H", "H", "H", "H", "H", "H", "H", "H", "H", "H", "H", "H"],
  "xyz": [[2.30, 3.48, 0.00], [1.27, 2.93, -0.95], [0.34, 1.59, -0.14], [-0.10, 2.05, 1.14], [-0.65, 1.15, -1.09], [1.36, 0.33, 0.08], [2.16, 0.16, 1.27], [2.22, -1.33, 1.63], [2.71, -2.15, 0.45], [1.83, -1.89, -0.78], [0.44, -2.51, -0.52], [0.35, -3.65, -0.09], [-0.63, -1.77, -0.83], [-1.97, -2.21, -0.51], [-2.83, -1.03, -0.17], [-3.88, -0.64, -0.98], [-4.63, 0.49, -0.70], [-4.32, 1.26, 0.41], [-3.28, 0.90, 1.24], [-2.54, -0.24, 0.95], [-1.26, -0.68, 2.00], [1.84, -0.39, -1.08], [3.10, 2.77, 0.17], [1.83, 3.70, 0.96], [2.74, 4.40, -0.39], [1.70, 2.51, -1.85], [0.51, 3.67, -1.21], [3.18, 0.54, 1.11], [1.68, 0.74, 2.05], [2.88, -1.46, 2.49], [1.23, -1.67, 1.91], [3.75, -1.89, 0.21], [2.67, -3.21, 0.69], [2.24, -2.43, -1.64], [-0.56, -0.79, -1.07], [-1.90, -2.92, 0.32], [-2.40, -2.74, -1.37], [-4.11, -1.23, -1.85], [-5.44, 0.77, -1.35], [-4.89, 2.15, 0.63], [-3.01, 1.49, 2.10], [2.87, -0.09, -1.32], [1.20, -0.14, -1.92]],
  "e_above_lowest_ev": 0.000,
  "total_energy_ev": -48377.164,
  "smiles": "CCS(=O)(=O)N1CCC[C@@H](C(=O)NCc2ccccc2Cl)C1",
  "charge": 0,
  "homo_ev": -8.821
}

=====

{
  "formula": "C15H21F9O7",
  "method": "ωB97M-V/def2-TZVPD",
  "elements": ["C", "C", "O", "C", "C", "C", "O", "C", "O", "C", "F", "F", "F", "H", "H", "H", "H", "H", "H", "H", "H", "H", "H", "H", "C", "C", "O", "C", "O", "C", "F", "F", "F", "H", "H", "H", "H", "H", "C", "C", "O", "C", "O", "C", "F", "F", "F", "H", "H", "H", "H", "H"],
  "xyz": [[0.64, 4.59, -4.44], [-0.29, 3.37, -4.48], [-0.65, 2.92, -3.19], [0.36, 2.16, -2.55], [0.30, 2.38, -1.04], [1.54, 2.98, -0.43], [2.63, 2.02, -0.48], [3.43, 2.04, -1.54], [3.84, 2.99, -2.13], [3.84, 0.61, -1.98], [3.68, 0.49, -3.29], [5.12, 0.38, -1.68], [3.09, -0.32, -1.38], [1.49, 4.48, -5.12], [1.04, 4.73, -3.43], [0.11, 5.51, -4.72], [-1.24, 3.63, -4.97], [0.15, 2.56, -5.06], [0.22, 1.09, -2.79], [1.34, 2.45, -2.96], [-0.53, 3.06, -0.82], [0.07, 1.45, -0.52], [1.39, 3.18, 0.63], [1.85, 3.92, -0.90], [3.53, -3.08, 1.00], [2.10, -2.62, 0.89], [1.17, -3.68, 1.21], [0.96, -3.90, 2.50], [1.44, -3.32, 3.43], [-0.08, -5.02, 2.67], [0.18, -6.06, 1.87], [-1.30, -4.56, 2.36], [-0.11, -5.45, 3.93], [3.70, -3.96, 0.37], [4.20, -2.28, 0.67], [3.78, -3.34, 2.02], [1.85, -2.34, -0.13], [1.90, -1.76, 1.54], [-4.99, -2.64, 2.85], [-5.06, -1.24, 3.40], [-3.85, -0.49, 3.12], [-3.77, 0.04, 1.91], [-4.57, -0.01, 1.03], [-2.44, 0.81, 1.78], [-1.41, 0.10, 2.25], [-2.51, 1.96, 2.47], [-2.19, 1.11, 0.51], [-4.11, -3.16, 3.23], [-5.88, -3.20, 3.14], [-4.94, -2.63, 1.76], [-5.13, -1.24, 4.49], [-5.92, -0.69, 3.01]],
  "total_energy_ev": -54685.878,
  "smiles": "CCOCCCOC(=O)C(F)(F)F.CCOC(=O)C(F)(F)F.CCOC(=O)C(F)(F)F",
  "charge": 0,
  "homo_ev": -9.928
}

=====

{
  "formula": "C15H21Ge2O7P2PdS4",
  "method": "ωB97M-V/def2-TZVPD",
  "elements": ["Pd", "O", "P", "O", "O", "O", "P", "O", "O", "O", "H", "H", "S", "S", "S", "S", "C", "Ge", "C", "C", "Ge", "C", "C", "C", "C", "C", "C", "C", "C", "C", "C", "C", "C", "H", "H", "H", "H", "H", "H", "H", "H", "H", "H", "H", "H", "H", "H", "H", "H", "H", "H", "H"],
  "xyz": [[-0.79, 3.78, 0.27], [2.98, 1.61, -0.32], [1.67, 2.32, 0.21], [0.49, 1.48, -0.39], [1.47, 3.73, -0.21], [1.77, 2.11, 1.75], [0.65, 2.61, 2.91], [-0.45, 1.45, 2.67], [1.27, 2.49, 4.23], [0.08, 3.88, 2.34], [3.51, 1.25, 0.41], [-0.49, 0.88, 3.45], [-2.89, 3.04, -0.86], [-3.29, 3.96, 0.79], [-0.65, 6.37, -0.20], [-0.67, 5.50, -1.90], [-1.08, -0.22, -3.62], [0.46, -0.91, -2.61], [2.09, -0.02, -3.22], [0.65, -2.85, -2.89], [0.06, -0.33, -0.29], [1.26, -1.17, 1.00], [2.58, -1.45, 0.66], [3.44, -2.04, 1.58], [2.97, -2.37, 2.84], [1.65, -2.12, 3.18], [0.80, -1.53, 2.26], [-1.81, -0.61, 0.18], [-2.32, -1.78, -0.39], [-3.63, -2.19, -0.14], [-4.45, -1.42, 0.67], [-3.95, -0.25, 1.24], [-2.64, 0.14, 1.00], [-1.06, -0.60, -4.64], [-1.05, 0.87, -3.66], [-2.02, -0.53, -3.16], [2.15, -0.09, -4.31], [2.98, -0.49, -2.81], [2.10, 1.03, -2.95], [1.06, -3.03, -3.88], [-0.31, -3.36, -2.83], [1.32, -3.28, -2.15], [2.95, -1.21, -0.33], [4.46, -2.26, 1.30], [3.64, -2.83, 3.56], [1.28, -2.39, 4.17], [-0.24, -1.35, 2.52], [-1.71, -2.39, -1.04], [-4.00, -3.10, -0.59], [-5.46, -1.73, 0.87], [-4.58, 0.35, 1.88], [-2.27, 1.05, 1.46]],
  "e_above_lowest_ev": 0.228,
  "total_energy_ev": -208665.417,
  "spin_multiplicity": 6,
  "charge": 0,
  "homo_ev": [-8.376, -9.322]
}

=====

What did the third record say?
{
  "formula": "C15H21AgCl5Sb",
  "method": "ωB97M-V/def2-TZVPD",
  "elements": ["Ag", "Cl", "C", "C", "C", "Cl", "C", "Cl", "C", "Cl", "C", "Cl", "C", "C", "C", "Sb", "C", "C", "C", "C", "C", "C", "H", "H", "H", "H", "H", "H", "H", "H", "H", "H", "H", "H", "H", "H", "H", "H", "H", "H", "H", "H", "H"],
  "xyz": [[-1.50, -0.40, 1.59], [-3.03, -3.43, 1.68], [-3.97, -2.16, 0.93], [-3.46, -0.87, 0.95], [-4.24, 0.09, 0.34], [-3.65, 1.73, 0.31], [-5.47, -0.18, -0.25], [-6.41, 1.05, -1.00], [-5.94, -1.50, -0.24], [-7.46, -1.87, -0.96], [-5.19, -2.50, 0.35], [-5.77, -4.12, 0.37], [3.05, 0.51, 2.55], [2.87, -0.15, 1.20], [4.01, 0.24, 0.26], [0.87, 0.17, 0.48], [0.71, 2.15, -0.34], [1.85, 2.67, -1.21], [0.40, 3.14, 0.77], [0.68, -1.08, -1.26], [1.80, -1.04, -2.28], [0.42, -2.51, -0.81], [4.01, 0.25, 2.98], [2.27, 0.21, 3.26], [3.02, 1.60, 2.46], [2.88, -1.24, 1.34], [4.09, 1.32, 0.18], [3.90, -0.17, -0.74], [4.95, -0.12, 0.67], [-0.19, 2.04, -0.96], [2.74, 2.88, -0.61], [1.55, 3.60, -1.68], [2.13, 1.97, -2.00], [1.24, 3.27, 1.44], [-0.47, 2.84, 1.36], [0.18, 4.12, 0.34], [-0.23, -0.68, -1.71], [2.71, -1.51, -1.89], [2.05, -0.04, -2.61], [1.51, -1.62, -3.16], [1.30, -2.94, -0.33], [0.19, -3.13, -1.67], [-0.42, -2.59, -0.12]],
  "e_above_lowest_ev": 0.191,
  "total_energy_ev": -89043.623,
  "charge": 0,
  "homo_ev": -8.597
}

=====

> What is the formula in the second record?

C15H20O2

=====

> Number 7 is which compound?

C15H21F9O7

=====

> charge of number 1 (C15H20N4O6S)?

0